DFT (wB97M-V/def2-TZVPD) results for 2 unconnected molecules or ions with the total composition C4H8NO3.

Each line ends with the natural charge from an NBO analysis.
CARTESIAN COORDINATES (ANGSTROEM)
O1 -0.3903 1.3125 3.2049  -0.758
O2 -1.0229 0.6271 1.1548  -0.839
O3 0.2508 -1.2015 -2.9816  -0.681
N1 0.2261 0.6349 -1.6837  -0.833
C1 1.2900 0.4707 1.7412  -0.747
C2 -0.1848 0.8250 2.0826  0.772
C3 -1.2862 -1.1672 -1.1424  -0.742
C4 -0.2479 -0.5807 -2.0434  0.679
H1 1.6560 0.9531 0.8537  0.193
H2 1.8711 0.7662 2.6804  0.202
H3 1.0219 0.9079 -2.2468  0.383
H4 1.4309 -0.5946 1.7567  0.202
H5 -0.7880 -1.9691 -0.6035  0.228
H6 -2.1596 -1.5760 -1.5929  0.211
H7 -1.6479 -0.4633 -0.3806  0.289
H8 -0.0192 1.0549 -0.7994  0.439

Computed properties:
Charge: -1
Total energy, a.u.: -437.78496
HOMO-LUMO gap, eV: 8.36
Lowest unoccupied orbital energy, eV: 3.8
Maximum force, hartree/bohr: 0.0586

DFT (wB97M-V/def2-TZVPD) results for a molecular structure, C14H31As3F3INO4PdS.

Each line ends with the natural charge from an NBO analysis.
CARTESIAN COORDINATES (ANGSTROEM)
I1 7.6460 -0.7834 1.7097  0.050
Pd1 1.5553 0.2722 0.6274  -0.027
As1 0.0722 -1.4074 -0.0273  0.927
As2 -4.5012 -0.3454 -2.7374  0.856
As3 -0.8905 3.3678 -0.8352  0.824
S1 1.3629 0.2880 3.5141  2.351
F1 2.9812 0.9675 5.4993  -0.330
F2 1.1402 2.1028 5.4334  -0.329
F3 1.1260 0.0580 6.1398  -0.333
O1 -0.0696 0.2582 3.4174  -0.980
O2 4.1331 0.5992 0.0348  -0.609
O3 2.0244 1.3266 2.7250  -1.011
O4 2.0313 -0.9897 3.4786  -1.003
N1 4.3381 -1.2621 1.3188  -0.811
C1 -1.4570 1.5945 -0.1953  -0.721
C2 -0.9705 0.5527 -2.4456  -0.639
C3 1.6696 0.8885 5.2354  0.687
C4 -0.5228 4.0345 0.9767  -0.942
C5 0.3499 -2.6886 -1.5033  -0.967
C6 -0.4474 -2.6770 1.3633  -0.966
C7 -1.7709 -0.8427 -0.5215  -0.720
C8 0.9821 3.0194 -1.3109  -0.942
C9 -3.3130 -1.5367 -3.7605  -0.957
C10 -1.8823 0.5215 -1.2195  -0.070
C11 6.2784 -0.3687 0.1184  -0.591
C12 -3.3332 0.8164 -1.6366  -0.711
C13 4.8091 -0.2909 0.5186  0.641
C14 -5.0655 -1.6764 -1.3982  -0.952
H1 1.5411 3.9479 -1.1870  0.218
H2 -0.5286 -3.3224 -1.6457  0.199
H3 1.0528 2.7095 -2.3525  0.215
H4 -1.0956 1.4861 -3.0028  0.206
H5 -5.5163 -1.1522 -0.5550  0.223
H6 4.9635 -1.8364 1.8551  0.394
H7 -0.0493 5.0142 0.9150  0.213
H8 1.2129 -3.3162 -1.2797  0.223
H9 3.3776 -1.1654 1.6164  0.445
H10 -3.9612 -2.2618 -4.2553  0.219
H11 -2.3515 -0.8255 0.4064  0.224
H12 -1.1883 -0.2722 -3.1260  0.204
H13 0.0771 0.4771 -2.1430  0.234
H14 -2.2880 1.7828 0.4928  0.215
H15 -3.3502 1.7853 -2.1458  0.227
H16 -2.1802 -1.6371 -1.1512  0.199
H17 0.1271 3.3413 1.5136  0.245
H18 6.4297 -1.1622 -0.6087  0.236
H19 -2.7836 -0.9749 -4.5288  0.225
H20 0.5565 -2.1379 -2.4205  0.222
H21 -4.2508 -2.2973 -1.0307  0.218
H22 -2.5915 -2.0719 -3.1448  0.216
H23 -0.6456 1.1784 0.4145  0.246
H24 -1.4663 4.1353 1.5131  0.217
H25 -0.7330 -2.0897 2.2353  0.258
H26 6.5580 0.5872 -0.3071  0.245
H27 1.4277 2.2434 -0.6752  0.226
H28 0.4187 -3.2821 1.6285  0.228
H29 -1.2677 -3.3186 1.0353  0.197
H30 -3.9432 0.9475 -0.7350  0.218
H31 -5.8278 -2.3112 -1.8507  0.216

Computed properties:
Charge: -1
Total energy, a.u.: -8738.52735
HOMO-LUMO gap, eV: 6.00
Lowest unoccupied orbital energy, eV: 2.1
Maximum force, hartree/bohr: 0.0115

DFT (wB97M-V/def2-TZVPD) results for C20H21N7O3S2 in the gas phase.

Each line ends with the natural charge from an NBO analysis.
CARTESIAN COORDINATES (ANGSTROEM)
S1 -4.5913 -0.1759 0.8726  0.291
S2 0.5679 1.3796 1.2221  0.385
O1 3.2814 0.2251 -0.3935  -0.620
O2 3.8111 2.0706 0.7669  -0.500
O3 -1.5499 1.9849 -0.1242  -0.629
N1 -0.3965 -0.1698 3.0227  -0.299
N2 -2.2618 -0.7603 -0.1870  -0.523
N3 -2.0489 1.0323 1.8609  -0.648
N4 0.9118 -0.3867 3.0420  -0.247
N5 -2.3743 -3.3170 0.9222  -0.147
N6 -3.3864 -2.4934 1.0072  -0.294
N7 -0.0566 -1.3998 -0.8918  -0.369
C1 -3.9864 3.0600 -1.6444  -0.611
C2 4.0595 2.8060 -0.4361  -0.080
C3 1.5761 0.3149 2.1967  0.035
C4 1.8874 -4.9208 0.0492  -0.236
C5 2.7943 3.4994 -0.9190  -0.633
C6 3.0511 0.2345 2.0073  -0.550
C7 -1.2382 -1.5923 -0.2896  0.393
C8 0.5844 -4.6867 0.4448  -0.149
C9 -4.1251 1.6001 -1.2294  -0.406
C10 -0.7534 0.6984 2.1367  0.207
C11 0.7272 -2.5263 -0.6649  0.247
C12 2.5977 -3.9738 -0.6842  -0.184
C13 -3.2803 -1.2762 0.5070  0.221
C14 2.0328 -2.7653 -1.0554  -0.270
C15 0.3261 -0.2645 -1.6893  -0.438
C16 3.3964 0.8163 0.6498  0.816
C17 -2.3794 1.4710 0.5924  0.747
C18 -3.8572 1.4014 0.2611  -0.424
C19 0.0014 -3.4796 0.0861  -0.140
C20 -1.2839 -2.8946 0.3256  0.130
H1 0.0247 -5.4068 1.0195  0.228
H2 4.4386 2.1181 -1.1986  0.202
H3 0.2759 -0.5163 -2.7517  0.202
H4 -0.3531 0.5598 -1.4792  0.251
H5 2.4055 4.1535 -0.1429  0.217
H6 -3.4218 0.9843 -1.7918  0.227
H7 4.8308 3.5323 -0.1724  0.194
H8 -5.1370 1.2526 -1.4460  0.216
H9 3.5564 0.8071 2.7879  0.252
H10 2.5979 -2.0314 -1.6060  0.236
H11 3.6171 -4.1853 -0.9707  0.216
H12 -2.9794 3.4158 -1.4480  0.226
H13 -4.3792 2.1677 0.8438  0.255
H14 1.3472 0.0243 -1.4408  0.240
H15 3.3576 -0.8115 2.0631  0.265
H16 3.0179 4.0897 -1.8027  0.221
H17 2.0309 2.7662 -1.1681  0.218
H18 -4.6925 3.6823 -1.0985  0.196
H19 2.3677 -5.8500 0.3160  0.216
H20 -4.1890 3.1613 -2.7074  0.214
H21 -2.7533 0.5749 2.4296  0.435

Computed properties:
Charge: 0
Total energy, a.u.: -2180.14887
HOMO-LUMO gap, eV: 8.40
Lowest unoccupied orbital energy, eV: -0.1
SMILES: CCOC(=O)Cc1nnc(NC(=O)[C@@H](CC)Sc2nnc3c4ccccc4n(C)c3n2)s1
Maximum force, hartree/bohr: 0.0336

DFT (wB97M-V/def2-TZVPD) results for a molecular structure, C3H2CrFLiO3.

Each line ends with the natural charge from an NBO analysis.
CARTESIAN COORDINATES (ANGSTROEM)
Cr1 -2.6175 -1.0533 1.7847  1.639
F1 0.0956 -1.8207 -0.5078  -0.308
O1 -2.6009 0.6609 0.1421  -0.674
O2 -0.4888 -0.1488 0.7804  -0.730
O3 -0.8518 1.4818 -1.0894  -0.645
C1 1.7984 -0.3783 0.1250  -0.543
C2 0.5179 -0.7729 0.2181  0.665
C3 -1.4825 0.9661 -0.2043  1.091
Li1 0.9906 1.5922 -1.5497  0.978
H1 2.5056 -0.9762 -0.4487  0.278
H2 2.1336 0.4493 0.7496  0.251

Computed properties:
Charge: +2
Total energy, a.u.: -1492.40272
HOMO-LUMO gap (spin up / spin down), eV: 4.42 / 7.65
Multiplicity: 5
Lowest unoccupied orbital energy (spin up / spin down), eV: -12.9 / -10.4
Expectation value of S²: 6.214
Maximum force, hartree/bohr: 0.0524

- What is the total energy in the first record?
  -437.78496 a.u.

- Look up the charge of the second one.
  -1

- Among the records above, which one has the highest maximum force?
  C4H8NO3

- The lowest total energy belongs to which entry?
  C14H31As3F3INO4PdS